Density functional theory data (ωB97M-V/def2-TZVPD) for C19H27FN2O5S2Sn as an isolated structure in a non-equilibrium geometry.

```
57
Properties=species:S:1:pos:R:3:forces:R:3
C 2.7554 -3.2387 1.4511 -0.2 0.1 -0.3
O 3.3555 -4.0117 0.4367 0.1 0.0 0.2
C 4.2075 -3.2807 -0.4035 -0.4 0.2 -0.4
C 3.4710 -2.2543 -1.3030 0.4 -0.3 0.3
C 4.2359 -0.9396 -1.3990 -0.2 -0.1 -0.4
C 3.3924 0.2291 -1.8999 0.3 -0.2 0.4
C 2.3068 0.6578 -0.8926 0.0 0.5 -0.7
C 2.3038 2.2005 -0.8030 -0.2 0.4 0.1
C 1.2953 2.6599 0.2335 1.3 -1.8 -0.2
C 1.7190 2.4477 1.6852 -0.9 0.7 0.2
C 0.4873 2.1466 2.5357 -0.1 -0.3 0.2
C -0.3235 1.0296 1.9446 -0.3 0.2 0.2
C 0.1018 -0.3176 1.9434 0.5 -0.3 0.3
N -0.5886 -1.2830 1.4196 -0.3 0.4 -0.2
C -1.7612 -0.9031 0.8308 -0.3 -0.4 -0.2
C -2.5545 -1.8781 0.2010 -0.4 -0.2 -0.2
C -3.7317 -1.5464 -0.4191 0.7 0.4 0.4
C -4.1827 -0.2067 -0.4440 0.3 0.2 0.2
S -5.7631 0.0525 -1.3043 -1.1 0.5 -0.8
C -6.6308 -1.5025 -1.1935 0.2 -0.3 0.2
O -5.4686 0.2932 -2.6836 0.6 -0.3 0.0
O -6.5555 1.0224 -0.6152 0.3 -0.1 0.7
C -3.4076 0.7961 0.1345 -0.5 -0.5 0.1
S -3.8792 2.5203 0.0040 0.7 0.1 -1.0
O -4.4031 2.7470 -1.2877 -0.2 -0.1 0.0
O -2.8358 3.3750 0.4596 0.1 0.2 0.2
F -4.9938 2.6016 1.0447 -0.4 0.0 0.5
C -2.1975 0.4331 0.8118 -0.2 0.5 -0.2
N -1.4462 1.3942 1.4044 0.0 -0.3 -0.2
H 2.7135 -3.8170 2.3664 0.0 -0.1 0.1
H 1.7393 -2.9689 1.1629 -0.2 0.0 0.0
H 3.3012 -2.3089 1.6384 0.2 0.0 0.1
H 4.6875 -4.0121 -1.0419 0.2 -0.2 0.0
H 4.9807 -2.7634 0.1708 0.1 0.0 0.2
H 2.4532 -2.0939 -0.9505 -0.1 0.0 0.2
H 3.3890 -2.7090 -2.2849 -0.2 0.1 -0.3
H 5.0565 -1.0674 -2.1012 0.2 0.0 0.0
H 4.6853 -0.6877 -0.4395 0.0 0.1 0.2
H 4.0694 1.0581 -2.0953 0.0 0.2 -0.1
H 2.9276 -0.0444 -2.8415 -0.1 0.1 -0.2
H 2.4573 0.2168 0.0855 0.0 -0.2 0.1
H 1.3420 0.3794 -1.3074 -0.3 -0.3 0.4
H 3.3047 2.5536 -0.5597 0.2 0.1 0.0
H 2.0228 2.5623 -1.7934 0.1 0.1 -0.2
H 1.1593 3.8416 0.0863 -0.5 -0.3 0.1
H 0.3114 2.2497 0.0042 -0.4 0.6 0.0
H 2.4489 1.6498 1.7604 0.3 -0.1 -0.3
H 2.1741 3.3640 2.0751 0.4 -0.1 0.1
H -0.1668 3.0132 2.5448 -0.2 0.2 0.1
H 0.7316 1.9125 3.5689 0.3 0.1 0.1
H 1.0412 -0.5737 2.4195 0.1 -0.1 0.1
H -2.2306 -2.9059 0.2105 0.2 -0.1 0.0
H -4.2991 -2.3171 -0.9052 -0.1 -0.1 -0.1
H -6.2388 -2.1614 -0.4290 0.0 0.0 0.2
H -6.5896 -1.9921 -2.1580 0.1 0.0 -0.2
H -7.6526 -1.2747 -0.9231 -0.2 0.3 -0.1
Sn 1.2725 5.6525 -0.1555 -0.2 0.6 -0.1
```
Forces are in eV/Å.

Charge: +2
HOMO-LUMO gap in eV: 1.73
HOMO energy in eV: -13.53
Energy in hartree: -2335.59157
LUMO in hartree: -0.43352